Entry 1:
Formula: C51H61AsN2O8S2Ta
Source: OMol25
Level of theory: ωB97M-V/def2-TZVPD

Its relative energy (zero: lowest compared OMol25 entry of this formula, charge and spin) is 242.8 kJ/mol. The calculation puts the lowest unoccupied orbital energy at -3.56 eV. As for the net charge: +1.

Each line ends with the Löwdin charge.
Positions of all 126 atoms, in Å:
Ta (0.721, -0.573, -2.156)  1.92
C (-1.363, -0.876, 5.028)  -0.05
C (-1.863, -2.046, 4.178)  -0.54
C (-1.242, -3.345, 4.719)  -0.02
C (-3.392, -2.111, 4.313)  -0.03
C (-1.461, -1.921, 2.724)  -0.12
C (-0.597, -0.964, 2.274)  0.05
C (-0.216, -0.909, 0.910)  -0.15
N (0.441, -0.031, 0.227)  0.07
C (1.256, 1.020, 0.533)  -0.19
C (1.824, 1.330, 1.765)  0.04
C (2.775, 2.333, 1.850)  -0.15
C (2.967, 3.158, 0.734)  0.06
C (2.404, 2.899, -0.509)  -0.07
C (1.690, 1.698, -0.637)  -0.22
O (1.432, 1.082, -1.788)  -0.24
C (2.509, 3.827, -1.713)  -0.53
C (1.092, 3.981, -2.293)  -0.03
C (3.023, 5.216, -1.328)  -0.05
C (3.425, 3.221, -2.782)  -0.02
C (3.650, 2.425, 3.090)  -0.55
C (2.927, 1.884, 4.333)  -0.05
C (4.115, 3.857, 3.371)  -0.05
C (4.874, 1.533, 2.809)  -0.03
C (-0.525, -2.140, 0.035)  -0.46
O (-0.387, -1.827, -1.276)  -0.28
C (-1.768, -2.885, 0.473)  -0.04
C (-2.080, -2.812, 1.778)  0.05
C (-2.594, -3.651, -0.536)  -0.52
C (-1.718, -4.374, -1.567)  -0.02
C (-3.505, -4.686, 0.139)  -0.04
C (-3.474, -2.612, -1.253)  -0.01
H (-1.747, -0.981, 6.039)  0.09
H (-1.707, 0.077, 4.633)  0.08
H (-0.278, -0.868, 5.089)  0.09
H (-1.437, -3.421, 5.786)  0.09
H (-0.166, -3.344, 4.560)  0.09
H (-1.660, -4.218, 4.226)  0.09
H (-3.668, -2.058, 5.362)  0.09
H (-3.797, -3.038, 3.921)  0.08
H (-3.862, -1.281, 3.791)  0.08
H (-0.263, -0.178, 2.930)  0.09
H (1.572, 0.735, 2.625)  0.10
H (3.614, 4.012, 0.832)  0.11
H (0.398, 4.313, -1.525)  0.10
H (0.733, 3.037, -2.697)  0.07
H (1.089, 4.716, -3.093)  0.09
H (2.421, 5.645, -0.531)  0.09
H (2.954, 5.869, -2.195)  0.09
H (4.063, 5.193, -1.016)  0.08
H (3.102, 2.214, -3.033)  0.07
H (4.452, 3.189, -2.431)  0.09
H (3.391, 3.823, -3.687)  0.09
H (1.927, 2.304, 4.415)  0.09
H (3.485, 2.153, 5.225)  0.09
H (2.859, 0.799, 4.308)  0.08
H (3.266, 4.535, 3.415)  0.09
H (4.813, 4.205, 2.613)  0.08
H (4.633, 3.888, 4.327)  0.09
H (4.553, 0.524, 2.553)  0.08
H (5.515, 1.483, 3.686)  0.09
H (5.456, 1.929, 1.981)  0.09
H (-2.903, -3.401, 2.142)  0.10
H (-0.954, -4.971, -1.069)  0.09
H (-1.249, -3.660, -2.240)  0.05
H (-2.337, -5.036, -2.167)  0.09
H (-2.923, -5.377, 0.745)  0.10
H (-4.024, -5.256, -0.628)  0.09
H (-4.262, -4.210, 0.759)  0.08
H (-2.861, -1.842, -1.718)  0.08
H (-4.154, -2.151, -0.541)  0.09
H (-4.060, -3.104, -2.023)  0.10
C (-3.699, 1.627, 2.638)  -0.04
C (-2.986, 2.855, 2.056)  -0.54
C (-1.521, 2.893, 2.514)  -0.04
C (-3.667, 4.115, 2.600)  -0.06
C (-3.055, 2.753, 0.541)  -0.16
C (-3.948, 3.532, -0.204)  -0.01
C (-4.006, 3.446, -1.578)  -0.06
C (-3.141, 2.577, -2.218)  -0.45
S (-2.909, 2.345, -3.920)  1.17
C (-1.621, 1.238, -3.574)  -0.52
N (-1.407, 1.008, -2.299)  0.06
C (-2.239, 1.766, -1.502)  -0.27
C (-2.226, 1.855, -0.114)  0.05
C (-0.730, 0.805, -4.623)  -0.26
C (-0.999, 1.079, -5.966)  -0.04
C (-0.029, 0.832, -6.916)  -0.05
C (1.220, 0.380, -6.516)  -0.05
C (1.472, 0.114, -5.177)  -0.13
C (0.495, 0.266, -4.199)  -0.20
H (-3.709, 1.680, 3.724)  0.09
H (-3.207, 0.708, 2.328)  0.07
H (-4.729, 1.599, 2.288)  0.09
H (-1.471, 3.075, 3.586)  0.09
H (-0.992, 3.694, 2.005)  0.10
H (-1.002, 1.965, 2.302)  0.05
H (-3.482, 4.179, 3.670)  0.09
H (-4.744, 4.084, 2.452)  0.08
H (-3.266, 5.009, 2.128)  0.09
H (-4.613, 4.212, 0.299)  0.11
H (-4.689, 4.062, -2.139)  0.11
H (-1.545, 1.227, 0.427)  0.09
H (-1.959, 1.484, -6.254)  0.09
H (-0.239, 1.016, -7.957)  0.11
H (2.003, 0.241, -7.247)  0.12
H (2.458, -0.227, -4.891)  0.10
O (3.129, -3.506, 0.696)  -0.20
As (2.053, -2.834, -0.530)  1.11
O (0.566, -3.041, 0.398)  -0.15
O (2.547, -1.299, -0.568)  -0.36
C (2.098, -4.337, -1.796)  -0.21
C (2.487, -5.562, -1.263)  -0.05
C (2.560, -6.669, -2.096)  -0.03
C (2.206, -6.564, -3.433)  -0.03
C (1.779, -5.350, -3.944)  -0.02
C (1.729, -4.237, -3.120)  -0.25
S (1.357, -2.645, -3.848)  0.53
O (-0.045, -2.309, -3.652)  -0.32
O (1.789, -2.724, -5.201)  -0.21
O (2.145, -1.699, -3.004)  -0.44
H (3.426, -2.773, 1.258)  0.06
H (2.754, -5.622, -0.213)  0.11
H (2.905, -7.613, -1.704)  0.12
H (2.267, -7.422, -4.082)  0.12
H (1.514, -5.227, -4.981)  0.13

---

Entry 2:
Formula: C41H79F3O10
Source: OMol25
Level of theory: ωB97M-V/def2-TZVPD

The calculation puts the lowest unoccupied orbital energy at 0.53 eV. Its SMILES is CCCCCCCCCCCCCCCCOC(=O)OCCC(F)(F)F.CC(C)=O.CC(C)=O.CC(C)=O.CC(C)=O.CC(C)=O.CC(C)=O.CC(C)=O. As for the net charge: 0.

Each line ends with the Löwdin charge.
Positions of all 133 atoms, in Å:
C (0.857, -0.980, -6.238)  -0.12
C (-0.635, -1.440, -5.773)  -0.25
C (-0.819, -1.477, -4.180)  -0.20
C (-0.539, -2.902, -3.483)  -0.19
C (0.168, -3.994, -4.417)  -0.20
C (0.465, -5.404, -3.708)  -0.21
C (1.037, -5.312, -2.213)  -0.21
C (2.270, -4.306, -2.013)  -0.22
C (3.364, -4.323, -3.189)  -0.18
C (4.204, -2.929, -3.047)  -0.21
C (3.697, -1.783, -4.048)  -0.20
C (4.801, -0.586, -3.995)  -0.21
C (4.478, 0.531, -2.890)  -0.22
C (3.018, 1.182, -2.998)  -0.21
C (2.788, 2.464, -2.057)  -0.17
C (3.084, 2.208, -0.507)  -0.17
O (2.341, 3.089, 0.396)  -0.05
C (1.698, 2.294, 1.400)  -0.41
O (0.562, 1.790, 1.190)  0.09
O (2.306, 2.043, 2.678)  -0.03
C (1.708, 2.923, 3.674)  -0.16
C (2.745, 4.024, 4.227)  -0.02
C (3.479, 4.858, 3.073)  -0.38
F (2.547, 5.492, 2.213)  0.07
F (4.409, 4.075, 2.326)  0.06
F (4.246, 5.883, 3.730)  0.03
H (0.862, -0.826, -7.378)  0.07
H (1.131, 0.022, -5.750)  0.07
H (1.657, -1.751, -5.992)  0.03
H (-1.325, -0.593, -6.157)  0.11
H (-0.968, -2.388, -6.327)  0.07
H (-1.914, -1.200, -3.937)  0.11
H (-0.177, -0.622, -3.743)  0.10
H (-1.561, -3.339, -3.170)  0.11
H (0.014, -2.689, -2.499)  0.09
H (-0.580, -4.218, -5.272)  0.09
H (1.083, -3.527, -4.923)  0.09
H (-0.532, -5.995, -3.685)  0.11
H (1.156, -6.019, -4.399)  0.08
H (1.372, -6.369, -1.898)  0.11
H (0.208, -5.023, -1.460)  0.11
H (2.819, -4.651, -1.054)  0.12
H (1.981, -3.218, -1.831)  0.09
H (4.114, -5.170, -3.004)  0.11
H (2.939, -4.375, -4.244)  0.09
H (4.046, -2.518, -1.975)  0.11
H (5.328, -3.135, -3.135)  0.11
H (2.644, -1.392, -3.819)  0.09
H (3.692, -2.220, -5.108)  0.10
H (4.954, -0.084, -5.017)  0.11
H (5.829, -1.033, -3.712)  0.11
H (5.236, 1.390, -3.064)  0.12
H (4.697, 0.129, -1.836)  0.11
H (2.857, 1.505, -4.093)  0.12
H (2.224, 0.410, -2.699)  0.10
H (1.661, 2.717, -2.136)  0.12
H (3.324, 3.411, -2.445)  0.12
H (2.830, 1.129, -0.190)  0.14
H (4.221, 2.343, -0.352)  0.14
H (0.746, 3.396, 3.253)  0.13
H (1.382, 2.278, 4.576)  0.12
H (3.522, 3.475, 4.859)  0.14
H (2.217, 4.761, 4.931)  0.14
C (0.743, -8.266, -7.805)  -0.02
C (1.172, -6.880, -7.399)  -0.48
C (1.143, -5.808, -8.455)  -0.01
O (1.528, -6.637, -6.261)  0.04
H (0.815, -8.933, -6.944)  0.08
H (-0.293, -8.248, -8.150)  0.08
H (1.398, -8.641, -8.594)  0.09
H (0.124, -5.681, -8.829)  0.09
H (1.815, -6.074, -9.274)  0.09
H (1.476, -4.863, -8.021)  0.08
C (-5.072, -4.040, -7.064)  -0.02
C (-3.646, -4.390, -6.729)  -0.49
C (-3.378, -5.774, -6.199)  -0.02
O (-2.746, -3.587, -6.880)  0.05
H (-5.115, -3.014, -7.434)  0.09
H (-5.446, -4.709, -7.843)  0.09
H (-5.694, -4.116, -6.170)  0.09
H (-3.677, -6.520, -6.939)  0.09
H (-3.925, -5.928, -5.266)  0.09
H (-2.310, -5.886, -6.001)  0.07
C (-0.597, -0.632, 4.550)  -0.01
C (0.131, -0.532, 5.864)  -0.50
C (-0.306, -1.454, 6.969)  -0.02
O (1.038, 0.266, 6.025)  0.04
H (-0.176, 0.091, 3.846)  0.08
H (-0.476, -1.635, 4.134)  0.09
H (-1.656, -0.406, 4.693)  0.08
H (-0.173, -2.493, 6.661)  0.09
H (-1.354, -1.264, 7.219)  0.05
H (0.304, -1.271, 7.856)  0.09
C (-0.715, 5.421, 7.192)  -0.04
C (-0.770, 4.130, 6.420)  -0.49
C (-0.826, 2.849, 7.207)  -0.02
O (-0.768, 4.118, 5.201)  0.05
H (-0.678, 6.258, 6.495)  0.07
H (-1.609, 5.521, 7.812)  0.09
H (0.182, 5.444, 7.815)  0.09
H (-1.725, 2.832, 7.827)  0.09
H (0.066, 2.756, 7.830)  0.09
H (-0.860, 2.004, 6.517)  0.06
C (-1.242, 4.584, -0.436)  -0.02
C (-2.712, 4.420, -0.715)  -0.50
C (-3.621, 4.204, 0.467)  -0.03
O (-3.150, 4.460, -1.850)  0.06
H (-0.710, 4.731, -1.378)  0.08
H (-1.080, 5.458, 0.199)  0.09
H (-0.854, 3.685, 0.049)  0.07
H (-3.563, 5.061, 1.141)  0.08
H (-3.337, 3.289, 0.992)  0.08
H (-4.651, 4.102, 0.117)  0.08
C (-5.448, -2.769, 7.465)  -0.02
C (-4.430, -1.704, 7.157)  -0.48
C (-4.832, -0.619, 6.194)  -0.02
O (-3.325, -1.719, 7.667)  0.05
H (-5.022, -3.483, 8.173)  0.08
H (-6.334, -2.317, 7.916)  0.09
H (-5.718, -3.301, 6.551)  0.09
H (-5.691, -0.071, 6.588)  0.09
H (-5.075, -1.055, 5.223)  0.09
H (-4.001, 0.079, 6.067)  0.08
C (-1.977, 9.573, 9.119)  -0.02
C (-1.243, 9.149, 7.875)  -0.48
C (-1.213, 10.118, 6.723)  -0.02
O (-0.695, 8.064, 7.803)  0.04
H (-1.916, 8.778, 9.865)  0.08
H (-1.519, 10.475, 9.531)  0.09
H (-3.028, 9.755, 8.886)  0.09
H (-0.721, 11.043, 7.029)  0.09
H (-2.230, 10.324, 6.384)  0.09
H (-0.650, 9.679, 5.896)  0.09

---

Entry 3:
Formula: C14H14Si
Source: OMol25
Level of theory: ωB97M-V/def2-TZVPD

Its relative energy (zero: lowest compared OMol25 entry of this formula, charge and spin) is 422.1 kJ/mol. The calculation puts the lowest unoccupied orbital energy at 0.73 eV. Its SMILES is C[Si@H](C#Cc1ccccc1)C1=CC=CC1. As for the net charge: 0.

Each line ends with the Löwdin charge.
Positions of all 29 atoms, in Å:
C (1.209, -3.232, -0.271)  -0.22
Si (-0.009, -1.721, -0.530)  0.70
C (0.724, -0.035, -0.780)  -0.13
C (1.050, 1.073, -1.036)  -0.07
C (1.309, 2.440, -1.456)  -0.26
C (0.537, 3.320, -0.770)  -0.06
C (0.641, 4.654, -1.046)  -0.10
C (1.396, 5.134, -2.078)  -0.09
C (1.958, 4.198, -2.947)  -0.07
C (1.868, 2.860, -2.619)  -0.05
C (-1.152, -1.715, 1.231)  -0.26
C (-0.853, -1.867, 2.535)  -0.12
C (-2.036, -2.073, 3.298)  -0.10
C (-3.135, -2.126, 2.490)  -0.03
C (-2.576, -1.928, 1.063)  -0.24
H (1.090, -4.000, -1.073)  0.02
H (2.258, -3.051, -0.165)  0.00
H (0.667, -3.588, 0.742)  0.06
H (-0.817, -1.758, -1.802)  -0.01
H (-0.118, 3.051, 0.141)  0.16
H (0.025, 5.418, -0.644)  0.10
H (1.621, 6.158, -2.221)  0.09
H (2.222, 4.586, -3.926)  0.11
H (2.289, 2.195, -3.392)  0.13
H (0.121, -1.958, 2.897)  0.08
H (-2.008, -2.585, 4.162)  0.06
H (-4.176, -2.245, 2.693)  0.09
H (-2.795, -2.750, 0.532)  0.08
H (-3.081, -1.033, 0.650)  0.14